Computed, not measured: a cluster of 10 separate species, C47H137FN21O12P7 in total, with the ωB97M-V functional and the def2-TZVPD basis.

energy = -174568.900 eV
M = 1424.56 g/mol
E_HOMO = -7.62 eV
HOMO-LUMO gap = 0.2929 Ha
structure (SMILES) = CN(C)P(=O)(N(C)C)N(C)C.CN(C)P(=O)(N(C)C)N(C)C.CN(C)P(=O)(N(C)C)N(C)C.CN(C)P(=O)(N(C)C)N(C)C.CN(C)P(=O)(N(C)C)N(C)C.CN(C)P(=O)(N(C)C)N(C)C.CN(C)P(=O)(N(C)C)N(C)C.O=C1OC[C@@H](F)O1.CO.CO
LUMO = 0.013 Eh
largest force on an atom = 0.0715 Eh/bohr
total charge = 0

Each line ends with the Mulliken charge.
Geometry (Å):
N  19.7987  8.5854  19.4514  0.03
H  8.8659  23.7850  17.3563  0.26
H  23.0573  21.2998  18.7851  0.27
H  15.2382  19.3007  23.5482  0.48
H  14.0711  15.9640  23.4379  0.36
H  18.7739  15.9418  13.2778  0.23
H  18.9149  7.7011  17.6629  0.37
H  17.2017  20.6809  10.3179  0.34
C  14.8095  14.7111  20.8601  -0.07
H  20.2544  13.4543  9.7359  0.33
H  11.1332  9.4187  14.2444  0.38
H  17.6428  13.8172  12.2503  -0.31
C  16.3842  13.7314  22.4295  -1.36
H  18.6014  16.1985  19.6398  0.34
H  8.8704  16.7372  19.8659  0.35
N  18.0512  17.6098  12.0062  0.25
H  18.2760  11.4445  16.5556  -0.10
H  15.6292  13.1296  23.0163  0.30
H  20.8680  11.9334  10.2750  0.45
H  18.2146  6.8858  19.7362  0.37
O  12.7630  17.3438  20.0325  -0.64
C  23.7710  20.5196  18.4095  -1.01
C  23.7587  18.4504  17.0633  -0.91
P  12.1130  17.9365  18.8195  -1.22
H  11.2397  20.1638  20.4314  0.27
H  21.7026  15.8142  20.4693  0.26
H  14.1004  12.6611  13.9742  0.34
H  18.7537  10.3413  10.7876  0.31
H  9.9667  15.6453  15.1688  0.29
H  21.6498  8.9718  12.6621  0.29
C  19.3434  20.0169  19.1226  -1.32
O  18.9324  11.9697  13.8515  -0.43
C  15.0321  15.4313  10.8972  -0.89
H  9.3935  12.5581  14.3149  0.35
O  18.0434  17.4725  16.5371  -0.21
C  19.9833  12.5301  10.1627  -1.31
H  17.0643  14.0220  23.2830  0.39
H  15.3903  9.1929  20.3238  0.49
H  10.4893  16.7868  20.6959  0.23
C  9.3882  23.2025  16.6179  -0.40
C  17.2080  7.3463  19.7518  -1.12
H  22.4634  11.8328  11.4672  0.42
H  14.2144  15.0996  11.5458  0.34
C  18.9899  12.2272  18.9835  -1.07
N  20.4424  19.5896  18.2627  0.72
C  22.5578  12.6666  12.1553  -1.12
O  10.7319  23.1916  16.9309  -0.45
H  14.3989  19.6614  18.3873  0.12
H  13.3176  15.6358  18.4945  -0.47
H  9.1458  19.0497  18.1686  0.52
C  9.7669  13.8194  17.0706  -0.77
H  17.8468  14.1016  14.2846  -1.20
H  20.1320  17.1012  17.1251  -0.26
H  18.2930  18.8468  13.6044  0.33
P  19.9054  11.9716  12.7125  -0.07
C  16.3050  17.6585  19.8037  -0.15
C  11.2428  20.3566  19.3694  -0.74
H  23.4577  12.4021  12.7800  0.33
H  13.1554  17.0375  22.3769  0.10
C  13.9909  16.9889  23.0751  -1.00
H  24.5052  20.3047  19.1782  0.31
O  17.5400  16.1518  23.2738  -0.94
C  17.4503  18.3127  13.0835  -1.11
H  8.8420  17.5664  17.2786  0.34
N  23.0412  19.3416  17.9410  0.47
N  15.2750  17.4099  22.6111  0.37
H  11.6679  15.4372  15.1600  0.18
N  12.6308  17.2786  17.4118  1.89
H  20.1630  20.9519  16.6921  0.43
H  9.7415  14.8959  17.4850  -0.04
H  12.5661  10.0136  15.1628  0.38
H  10.2021  10.4386  16.6201  0.38
H  15.9617  10.5037  19.4423  0.18
O  13.0097  13.1085  15.3356  -0.26
C  21.3828  13.8751  13.8997  -0.58
H  12.3900  10.2379  13.4402  0.28
N  12.2622  19.5705  18.6923  0.44
H  19.3828  11.9536  9.4206  0.35
H  13.3730  12.7715  18.1262  -0.17
H  16.2830  11.1444  13.5067  0.34
C  17.6410  16.4498  16.1181  -0.04
O  17.5194  16.1539  9.8290  -0.96
H  20.2088  15.5832  18.2112  0.03
C  19.8808  7.7390  18.2007  -1.37
H  14.7630  19.3063  21.8792  0.10
N  10.6148  13.7496  15.9111  0.51
H  19.0560  16.4437  21.3721  0.46
H  20.8909  19.3393  16.2127  0.28
C  19.3335  9.6966  11.4527  -0.96
C  22.3186  16.5044  19.8571  -1.40
C  9.7481  17.3631  20.0638  -1.01
H  16.8211  7.1716  20.7736  0.30
H  20.1183  6.7206  18.4917  0.40
H  21.6906  7.9035  19.9849  0.39
H  16.8179  19.0639  12.5766  0.45
H  15.5315  14.5468  14.8221  0.17
H  18.6866  9.2004  12.1974  0.26
H  14.9296  19.7759  9.5598  0.27
H  20.4302  13.9577  14.4383  -0.29
C  16.2102  14.8135  15.6729  0.73
H  18.4567  19.5023  10.7274  0.32
H  14.4077  13.6620  20.9503  0.44
H  13.6041  17.5674  23.9913  0.38
C  20.7734  16.4511  17.7655  -0.53
H  23.1264  15.9313  19.5033  0.34
H  14.1114  17.3611  12.8690  0.05
N  15.7677  14.9294  21.9536  0.51
H  14.0966  15.9378  16.8966  -0.31
C  20.9593  9.6912  13.1891  -1.22
N  17.2251  8.7560  19.4363  0.50
H  19.0903  15.7817  11.5251  0.38
N  19.2734  12.7503  11.4129  1.09
C  17.6219  14.3269  15.3052  1.40
H  16.3668  17.0536  18.8683  -0.32
N  20.3511  10.4645  12.1629  0.17
C  20.2437  19.8717  16.8762  -0.94
P  17.0300  17.2064  10.7283  0.27
H  17.1533  12.3376  11.5236  0.58
F  15.9188  14.2415  16.9476  -0.21
N  11.1329  11.5084  14.6630  0.56
N  18.3671  10.8740  18.5915  0.83
H  14.9643  18.5322  11.9262  0.51
N  16.6135  18.6980  10.1286  0.57
N  15.5196  16.7041  11.3245  0.91
C  13.1401  15.9331  17.4128  0.80
H  16.1992  11.9301  14.9997  0.07
H  9.1359  22.1550  16.6459  0.12
H  19.9075  8.9664  10.8713  0.36
H  13.9665  15.4644  20.7522  -0.46
H  16.7790  17.7255  13.6639  0.23
H  21.5751  16.0014  17.2392  0.66
H  12.5697  19.1042  16.2764  0.55
H  11.4811  9.5879  17.4875  0.26
C  15.5280  18.8617  9.1768  -1.03
H  23.0648  17.8175  16.4838  0.19
H  19.5101  19.7595  20.1542  0.39
H  16.5607  6.8473  19.1227  0.38
H  15.8505  14.7401  10.7587  -0.11
H  16.4719  19.0970  22.2724  0.32
H  11.1193  24.0300  17.0641  0.26
P  16.4881  16.3560  22.2730  0.66
H  21.4975  10.3340  13.8743  0.42
O  18.7434  10.2644  21.1007  -0.95
O  21.9305  19.3783  20.3107  -0.91
H  19.3453  21.1822  19.0093  0.29
H  16.0380  19.1176  8.1887  0.33
C  18.6381  10.5735  17.1506  -0.41
H  18.3976  19.5644  18.7718  0.29
O  18.4410  15.4449  15.7077  0.02
H  15.2375  17.7115  20.0026  -0.03
C  17.8587  13.1044  11.3875  -1.21
H  9.2748  10.8226  14.0625  0.36
H  19.9717  12.4096  18.5423  0.32
C  13.6283  20.1612  18.9356  -0.67
P  18.5711  9.6844  19.7362  0.42
H  15.2531  8.9820  18.6052  0.30
H  18.0244  19.7917  8.9160  0.28
H  21.5504  14.8080  13.2911  0.16
C  15.8784  9.4130  19.4320  -1.12
H  9.4415  18.2837  20.5439  0.27
C  19.0504  16.5108  12.3320  -1.04
H  24.2742  19.0657  16.3013  0.35
H  11.8457  12.8276  19.0121  0.22
N  11.7830  11.6722  17.1896  0.60
H  14.8908  18.0184  9.0738  0.27
H  24.3438  20.9812  17.6020  0.37
H  10.0423  13.0915  17.8568  0.28
C  10.7900  14.8664  15.0005  -1.07
C  15.5079  18.8583  22.6181  -1.04
H  19.2315  19.5720  16.5919  0.12
H  9.9255  11.8497  12.8115  0.25
H  17.5234  13.5424  10.4320  0.57
H  16.6360  18.6163  19.5268  0.20
O  16.2933  16.1645  15.8816  -0.05
H  20.2420  9.1010  13.7541  0.33
H  18.3007  13.0311  18.6539  -0.05
H  16.9104  13.0844  21.7467  0.46
H  13.8831  20.0456  19.9925  -0.01
P  11.7480  12.5064  15.8031  -0.32
H  12.4319  15.2172  16.9361  -0.79
H  22.1806  13.8051  14.6675  0.41
H  9.1923  23.7347  15.6305  0.22
H  18.0983  9.6716  16.8663  0.24
H  10.8728  14.4405  13.9926  0.37
C  9.8997  11.6807  13.9433  -1.11
C  12.9134  18.0774  16.2288  -1.40
H  20.0356  17.0220  12.4101  0.22
H  12.3983  17.6760  15.3676  0.40
H  10.3376  18.5361  16.8842  0.27
C  12.5408  12.1784  18.4338  -0.57
C  9.6655  18.2113  17.6409  -1.29
H  10.2738  20.0849  18.9215  0.03
H  14.9147  10.7876  14.6159  0.13
C  10.9124  10.4994  17.4472  -1.18
H  24.4696  17.8099  17.5686  0.30
C  17.6241  19.7015  9.9991  -1.03
H  22.7745  13.6278  11.6428  0.25
H  15.3488  14.7131  19.8994  0.11
N  21.4612  17.2334  18.9052  0.85
H  12.8760  11.2461  19.0147  0.36
H  20.5552  8.0874  17.4967  0.52
H  17.7644  13.4960  15.9748  -0.52
H  11.3164  21.4246  19.0921  0.33
H  22.6377  17.2477  20.5490  0.48
N  17.1221  17.0734  20.8946  0.54
H  20.9360  9.1786  21.0435  0.35
H  19.0598  17.7717  20.2816  -0.05
H  8.6906  13.4655  16.7628  0.21
P  21.7580  18.8525  18.9013  -0.03
H  21.7575  9.5141  19.4124  0.29
H  13.9929  18.0508  16.0855  0.25
H  13.6449  17.7252  11.2212  0.37
C  21.1590  8.8720  20.0042  -1.08
C  15.6180  11.5147  14.1789  -0.42
H  14.6493  15.5849  9.8946  0.25
H  10.4630  10.6118  18.4187  0.45
C  18.5194  16.8574  20.4934  -1.15
C  14.4998  17.5778  11.8811  -1.11
H  19.0496  12.3713  20.0742  0.51
C  11.8471  10.2599  14.4099  -1.22
H  19.7885  10.4399  16.9848  0.11
N  21.4463  12.6861  13.0605  0.51
H  13.5432  21.2090  18.5642  0.46
O  14.9404  12.4957  13.4844  -0.45
N  10.4887  17.5881  18.7887  0.85

Atomic forces in eV per Å
1.1 -0.3 -1.9
-0.8 0.0 0.5
0.6 -0.9 -0.2
0.2 0.2 1.0
-0.1 -0.1 -0.1
0.4 0.9 -1.0
0.3 0.1 0.5
0.2 -0.3 -0.5
-0.4 -0.2 -0.6
0.3 1.2 -0.7
0.2 0.5 0.7
0.2 -0.6 -1.4
-0.1 -0.5 3.6
0.0 -0.3 -0.3
0.1 0.1 0.0
0.8 -2.9 -1.7
0.4 -0.8 0.3
0.4 0.2 -1.0
0.3 -0.1 0.4
-0.7 0.4 -0.2
-0.5 0.3 -0.7
-0.6 0.9 0.0
-0.4 0.3 -1.0
0.1 -1.3 1.1
-0.1 0.3 0.5
0.1 0.2 -0.4
0.5 0.3 -0.2
0.0 -0.3 0.1
0.6 -1.4 -0.7
-0.3 0.5 0.9
0.2 2.0 -1.2
1.0 0.4 -0.5
-0.4 -0.1 -0.8
-0.3 0.1 0.3
-0.2 0.9 0.4
-1.2 -0.8 -0.8
-0.3 -0.3 -1.3
-1.0 -0.7 1.8
-1.1 0.8 -0.4
-0.3 1.4 -1.1
1.2 0.5 2.4
0.0 0.2 -0.2
0.4 -0.3 0.0
-1.4 -0.2 0.0
-0.2 -0.5 -0.1
1.5 -0.7 0.8
1.5 -1.7 0.1
0.3 -0.5 -0.6
-0.2 0.2 -1.4
0.2 -0.3 -1.1
-2.5 0.7 0.0
-0.2 -0.3 -0.5
0.6 -0.6 0.8
-1.2 -0.5 0.2
0.4 0.7 0.9
-0.2 -2.1 0.0
-0.9 0.2 -1.3
-0.4 0.5 -0.7
0.3 0.1 -0.5
-1.3 0.0 2.2
0.0 -0.2 0.4
0.6 0.1 0.4
1.0 2.2 -0.6
0.8 -0.1 0.1
-0.2 -0.2 0.1
-0.2 0.8 0.0
1.2 0.3 0.3
0.1 1.6 -0.3
0.8 0.1 -0.1
-0.1 -1.7 -0.4
0.2 -0.1 0.6
-0.2 -0.2 0.5
0.1 -0.3 -0.6
1.1 0.0 0.3
0.6 0.5 0.1
-0.1 0.6 0.4
1.2 1.0 -0.2
0.1 0.5 0.4
0.7 0.2 -0.3
2.0 -1.8 -1.7
-0.1 -0.4 -0.8
0.6 -0.1 -0.2
0.2 1.1 -0.3
-2.4 0.1 1.9
0.8 -0.3 0.6
1.2 -1.0 0.8
-0.3 -0.1 -0.6
0.8 0.0 -0.3
0.4 0.0 0.1
-2.5 -0.2 0.8
1.6 -1.0 -0.7
0.1 0.1 -0.1
0.2 -0.2 0.0
-0.2 0.3 0.4
0.3 0.1 0.7
-0.3 0.1 1.5
0.0 0.0 -0.5
0.6 -1.3 -1.0
0.2 -0.1 -0.3
0.1 -1.6 -0.8
-0.7 0.1 -1.0
0.1 1.1 0.1
0.9 -0.4 -1.1
0.2 0.7 2.2
1.2 -0.5 -1.1
0.2 -0.6 0.3
-1.3 -0.6 -1.0
0.0 -0.3 0.0
1.5 -1.6 -0.4
-0.4 0.6 -0.5
0.0 0.2 -0.1
-0.2 -0.6 -0.4
-0.5 0.9 1.3
0.2 0.1 0.5
-0.7 1.1 -0.1
-1.8 0.6 -0.1
-1.8 0.2 0.9
-0.6 -1.7 0.4
-0.3 0.2 -1.5
0.1 -1.4 -0.5
1.7 1.9 -0.3
0.1 1.1 0.3
0.5 -0.7 0.2
0.5 0.5 1.0
-0.1 -0.9 1.2
0.2 0.1 0.4
-0.8 -0.1 -0.3
-0.5 -0.2 -0.1
1.1 -0.8 0.5
-0.2 -0.6 1.1
0.7 -0.5 -1.1
0.1 0.1 0.5
0.5 -0.5 -0.1
0.9 2.7 -0.1
0.2 0.1 0.4
0.2 0.0 0.2
-1.3 -1.2 -1.7
-0.1 -0.4 0.5
1.3 0.3 -0.1
0.3 1.5 0.1
0.8 1.2 -0.7
0.3 -0.1 0.1
-0.1 -0.2 -0.9
0.1 -0.9 -1.5
-0.6 -1.9 0.5
-1.1 -0.3 0.9
1.2 0.7 0.8
0.3 0.4 0.1
-0.7 -0.1 0.4
0.0 -0.1 0.5
-0.1 2.1 0.6
-0.6 -0.7 0.3
0.0 -0.3 -0.1
-1.6 0.2 -0.3
-0.2 -0.2 1.2
0.6 0.7 0.4
-0.5 -0.1 1.6
-0.2 -0.7 0.5
1.3 -0.6 -1.4
-0.1 0.3 0.2
-0.5 0.9 0.8
0.0 -0.3 0.4
0.5 -0.6 0.0
0.8 -0.6 2.0
-0.4 -0.8 0.0
-0.2 -0.2 -0.3
0.2 0.7 -0.4
-1.8 0.5 0.1
-2.6 -0.7 -1.9
-0.1 -0.4 0.0
0.8 -0.3 1.3
0.9 0.3 0.4
0.6 1.5 -0.1
1.3 0.5 0.1
-0.3 -0.1 0.2
0.3 -0.4 -0.2
0.1 0.0 -0.7
0.0 0.5 0.0
-0.8 1.9 -1.0
0.7 0.4 0.4
-0.3 0.2 -0.3
0.1 -1.1 0.8
0.1 0.1 -0.1
-0.5 0.6 -0.1
-0.2 0.8 -1.4
0.2 -0.4 0.1
-0.5 -0.6 0.3
0.0 -0.5 -0.5
0.2 0.3 -0.7
-1.5 -1.7 -0.7
-0.5 -0.6 3.4
0.4 0.1 0.7
0.4 -0.2 -0.3
0.5 1.1 -0.6
0.4 -0.2 0.2
1.3 1.2 -0.2
-0.4 -0.5 0.1
-0.1 0.1 0.0
-0.1 -1.2 -1.4
-0.5 1.6 -0.7
1.7 0.9 -1.2
0.7 -0.4 -0.1
0.4 -0.4 0.5
0.6 0.4 0.6
-0.1 0.6 -1.1
0.8 0.2 -0.6
-0.3 0.3 -0.2
1.5 1.0 0.7
-0.2 1.9 2.5
0.4 1.2 -0.5
0.1 0.2 -0.5
-0.2 -0.3 -0.3
-1.9 -1.9 1.0
-1.4 0.6 2.2
-0.7 -0.4 -0.5
-0.6 0.1 0.3
0.0 -0.2 1.7
0.5 0.4 -0.7
0.0 -0.6 -0.5
-0.6 -0.6 -2.0
-2.0 0.2 0.0
-2.6 -0.3 0.2
0.4 -0.7 0.6
-1.6 1.2 -0.4
-1.9 0.3 -0.7